Computed, not measured: a structure of composition C36H51Cl9InO19 at a distorted geometry, with wB97M-V/def2-TZVPD.

Properties
charge	+1
E	-194930.529	eV
largest force on an atom	7.39	eV/A
lowest unoccupied orbital energy	-1.707	eV
gap between HOMO and LUMO	7.136	eV

XYZ file:
```
116
Properties=species:S:1:pos:R:3:forces:R:3:lowdin_charge:R:1
In -1.02051 -1.78644 0.60337 4.11 -2.02 -5.80 0.87
C 2.20450 2.05747 -2.01057 -1.72 -1.27 1.08 -0.33
O 1.62108 1.00067 -2.18212 3.01 4.87 0.37 0.15
O 2.67506 3.12029 -1.69349 -1.30 -3.61 -1.44 0.12
O 0.08168 -1.92810 -1.16667 -1.67 0.17 2.51 -0.62
C 5.66362 2.01831 -0.60002 -0.32 -1.17 0.13 -1.49
Cl 4.87024 0.69534 0.35408 0.05 0.75 -0.43 0.60
Cl 5.60172 1.59926 -2.32143 0.14 0.10 0.28 0.57
Cl 7.28032 2.26583 -0.01176 0.31 0.09 -0.07 0.58
H 5.08424 2.89878 -0.43963 -0.31 0.49 -0.01 -0.01
C -1.41099 6.49755 -3.30028 0.11 0.43 0.34 -1.60
Cl -1.48972 6.55637 -1.54546 0.07 -0.02 0.51 0.54
Cl -0.00828 5.65196 -3.84852 0.77 -0.45 -0.21 0.56
Cl -1.46746 8.11596 -3.96518 -0.16 0.18 -0.16 0.55
H -2.25437 5.93032 -3.59985 -0.79 -0.19 -0.46 0.00
C -1.49315 -1.70657 -4.00207 0.20 -0.02 0.98 -1.58
Cl -1.00414 -3.05789 -4.97263 0.17 -0.23 -0.37 0.57
Cl -3.07954 -2.01800 -3.27531 -0.31 -0.09 0.24 0.53
Cl -1.57409 -0.20210 -4.87797 0.09 0.55 -0.51 0.55
H -0.79226 -1.57822 -3.16919 -0.01 -0.21 0.10 -0.03
O -0.55642 -0.17946 1.69064 0.18 1.39 1.89 0.06
C -0.23267 -0.42789 2.85271 0.26 0.26 2.28 -0.41
O 0.10007 -1.64163 3.25144 -0.94 0.75 -1.09 -0.01
C 0.59640 -1.61763 4.60838 0.30 -1.26 0.49 -0.13
C 1.03154 -0.20616 4.77242 0.66 0.79 -1.41 -0.12
C -0.10678 0.52669 4.04194 0.45 -0.27 -0.11 -0.03
H 1.40277 -2.36557 4.61535 -0.38 0.38 0.15 0.13
H -0.22162 -1.89190 5.27908 0.04 -0.07 -0.18 0.13
H 1.92564 -0.06795 4.12370 -0.28 -0.09 0.57 0.13
H 1.28183 0.13563 5.75244 -0.18 0.07 0.73 0.12
H 0.17073 1.51853 3.74887 0.00 0.54 -0.33 0.12
H -1.04277 0.53729 4.62402 0.48 -0.03 -0.53 0.12
O 1.58104 -1.03689 -6.31777 0.30 1.42 -0.45 0.07
C 1.68401 0.06115 -6.83111 -0.22 -2.22 0.81 -0.51
O 1.37605 1.19192 -6.18475 0.65 0.02 -0.31 0.01
C 1.47538 2.27981 -7.10543 -1.50 0.55 -0.77 -0.15
C 2.25526 1.84052 -8.40294 -0.45 -0.56 3.21 -0.11
C 2.08385 0.32645 -8.25364 0.80 0.02 -1.02 -0.08
H 2.02305 3.06842 -6.66696 0.42 0.87 0.89 0.10
H 0.41663 2.61407 -7.21500 0.79 -0.06 -0.52 0.14
H 3.25631 2.23729 -8.20442 0.02 -0.46 -0.72 0.12
H 1.79910 2.23359 -9.26345 -0.27 0.57 -1.15 0.09
H 3.01028 -0.25185 -8.49530 -1.10 0.23 -0.01 0.14
H 1.20756 0.04403 -8.86544 0.63 -0.39 0.10 0.14
O -2.36447 -1.06988 4.38532 -0.67 0.73 0.35 0.09
C -3.28867 -0.91550 5.15955 0.60 -1.90 -1.54 -0.47
O -3.51185 -1.88145 6.04975 0.11 -0.34 0.48 0.04
C -4.65816 -1.61227 6.87518 0.26 0.58 0.29 -0.12
C -4.94352 -0.12232 6.56595 -0.23 -1.11 0.09 -0.13
C -4.42847 0.03027 5.14744 -0.11 0.89 -0.46 -0.07
H -4.30145 -1.78458 7.91012 -0.64 0.02 -0.53 0.14
H -5.49583 -2.27640 6.60114 0.49 0.17 0.11 0.14
H -4.32014 0.45748 7.23959 -0.18 0.38 0.03 0.12
H -5.98620 0.08770 6.68449 -0.49 0.41 0.21 0.11
H -4.16145 1.05053 4.89527 0.38 0.14 0.11 0.13
H -5.05536 -0.25934 4.27567 -0.11 -0.23 0.86 0.16
O -2.72218 -0.88854 0.12581 -1.85 -0.54 0.48 0.05
C -3.07074 0.14546 -0.39172 -0.63 0.83 -0.84 -0.44
O -4.34978 0.34340 -0.59050 0.35 -0.51 1.08 0.09
C -4.59163 1.70186 -0.91058 0.99 1.64 -0.60 -0.10
C -3.20592 2.45835 -0.77428 -0.91 -0.23 -0.05 -0.10
C -2.23099 1.28375 -0.87947 -0.47 0.59 1.52 -0.04
H -5.29900 2.15455 -0.23231 -0.36 -0.26 0.09 0.11
H -4.93894 1.65024 -1.92686 -0.34 0.53 -0.43 0.13
H -3.14095 2.92117 0.24227 -0.13 -0.27 -1.05 0.11
H -3.10093 3.23109 -1.56845 0.02 -0.55 0.70 0.12
H -1.39980 1.41122 -0.19161 0.39 -0.17 -0.41 0.12
H -1.93820 1.05369 -1.87562 0.57 -0.25 -0.88 0.12
O -4.85336 3.88271 1.42489 -0.32 1.57 0.33 0.07
C -4.91448 5.10117 1.30473 0.00 -2.59 0.82 -0.47
O -4.63589 5.65519 0.14471 0.24 1.08 -0.12 0.04
C -4.84903 7.07336 0.24868 0.28 1.44 -0.85 -0.14
C -4.94398 7.48293 1.74042 -0.17 -0.15 -0.70 -0.12
C -5.22944 6.12527 2.37054 -0.35 0.16 0.58 -0.07
H -5.75284 7.28418 -0.32947 -0.16 0.01 0.39 0.13
H -4.06128 7.62239 -0.28110 0.10 -0.49 0.15 0.10
H -5.70616 8.24757 1.83804 -0.38 -0.17 0.16 0.11
H -4.04227 7.95668 2.16466 -0.10 -0.51 -0.51 0.12
H -6.19117 5.95112 2.87632 -0.04 0.15 -0.77 0.14
H -4.55724 5.98148 3.18225 0.81 -0.44 0.62 0.11
O 2.58015 -5.28703 -2.22528 -0.21 -0.97 -0.38 0.11
C 3.03811 -4.18698 -2.33242 -0.81 -0.20 0.65 -0.53
O 3.02298 -3.38465 -1.27993 0.22 1.62 0.50 0.03
C 3.55375 -2.06461 -1.60408 2.28 -1.14 0.04 -0.15
C 3.91345 -2.05467 -3.08288 -0.40 -0.10 -0.78 -0.12
C 3.73294 -3.55529 -3.46125 0.86 1.51 -1.21 -0.05
H 4.49736 -1.97003 -1.04472 -0.52 0.00 -0.09 0.09
H 2.89739 -1.30933 -1.30150 -1.31 0.82 0.49 0.08
H 4.91654 -1.58769 -3.31380 -0.97 -0.84 0.41 0.12
H 3.18192 -1.48764 -3.66170 -0.03 0.09 0.11 0.10
H 4.70935 -4.01954 -3.43687 0.31 -0.41 -0.56 0.13
H 3.23656 -3.63874 -4.44200 0.30 -0.47 0.55 0.14
O 2.48291 -2.03312 2.56431 1.43 -0.34 -0.26 0.10
C 3.65121 -2.29145 2.34848 -0.91 -0.50 0.14 -0.43
O 4.22780 -2.03433 1.16712 -0.99 0.18 0.85 -0.06
C 5.62445 -2.32714 1.22556 -0.21 1.67 -0.87 -0.21
C 5.96211 -2.29370 2.68246 0.10 -0.27 -0.36 -0.14
C 4.68787 -2.89627 3.30898 0.28 0.31 0.80 -0.04
H 6.07812 -1.49263 0.65388 0.19 -0.89 0.26 0.09
H 5.73927 -3.25972 0.73902 0.52 -1.06 -0.46 0.13
H 6.10460 -1.23268 2.90836 -0.13 -0.22 0.55 0.12
H 6.90256 -2.80725 2.77236 0.30 -0.32 0.75 0.12
H 4.49340 -2.52254 4.32470 0.02 0.04 -0.34 0.12
H 4.66651 -4.01557 3.44094 -0.02 1.06 -0.79 0.15
O -1.28477 -3.59064 1.49935 -0.02 -1.34 1.05 0.03
C -0.55626 -4.58771 1.37102 0.26 -0.92 -0.74 -0.37
O -0.79431 -5.63788 2.12370 -0.12 1.31 0.00 0.06
C 0.13932 -6.72805 1.85811 -1.30 -0.68 0.64 -0.09
C 0.73736 -6.39328 0.49971 -0.94 -1.14 -0.71 -0.14
C 0.51634 -4.91349 0.32658 -0.82 0.51 0.18 -0.07
H -0.58961 -7.58588 1.91268 1.38 0.41 -0.26 0.15
H 0.79178 -6.72514 2.74403 0.11 -0.25 -0.56 0.13
H 0.18313 -6.92588 -0.31942 0.29 0.37 0.91 0.14
H 1.74505 -6.68015 0.32416 0.96 -0.21 0.33 0.11
H 0.05488 -4.80911 -0.64485 -0.08 0.87 -0.30 0.13
H 1.39231 -4.26401 0.32431 -0.14 0.10 0.17 0.12
```
Forces are in eV/Å.

Computed, not measured: a structure of composition C36H52AsF6HgN10OPS2, with wB97M-V/def2-TZVPD.

Properties
E	-167408.738	eV
largest force on an atom	0.82	eV/A
energy above the lowest of the compared OMol25 structures with the same formula, charge and spin	0.0	kcal/mol
lowest unoccupied orbital energy	0.083	eV
gap between HOMO and LUMO	7.910	eV

XYZ file:
```
110
Properties=species:S:1:pos:R:3:forces:R:3:nbo_charge:R:1
Hg -0.24727 0.03785 0.38032 -0.73 0.00 0.14 1.51
C 3.53003 0.01675 4.85152 0.08 0.02 0.15 -0.41
N 2.97823 0.48975 3.60102 -0.16 -0.20 -0.13 -0.45
C 3.98873 0.90605 2.66072 0.14 0.10 -0.20 -0.41
C 1.73453 0.08555 3.17042 0.12 0.45 -0.28 0.68
N 1.50093 -0.35175 1.95482 -0.59 0.17 -0.09 -0.70
C 2.43393 -1.16395 1.30862 0.49 -0.32 -0.19 0.08
C 3.18213 -2.08605 2.04672 -0.04 -0.08 -0.19 -0.22
C 4.10693 -2.91995 1.45002 0.09 0.06 0.13 -0.23
C 4.28713 -2.87175 0.07682 0.08 -0.06 -0.06 -0.21
C 3.49993 -2.03045 -0.68208 0.10 0.05 0.15 -0.27
C 2.56793 -1.16795 -0.09778 0.28 -0.17 0.04 0.21
N 1.68543 -0.47965 -0.92968 -0.42 0.18 0.16 -0.76
C 2.09463 0.09425 -2.04148 0.10 -0.05 -0.19 0.71
N 3.31053 0.69975 -2.13708 -0.07 0.01 -0.03 -0.45
C 4.11573 0.70605 -3.33318 0.09 -0.07 -0.17 -0.41
C 3.95323 1.24695 -0.97488 0.02 0.12 0.22 -0.40
N 1.33923 0.10025 -3.16688 0.10 -0.05 0.36 -0.43
C 0.24283 -0.81975 -3.33608 -0.16 -0.25 0.13 -0.39
C 1.26383 1.24295 -4.05278 -0.01 0.20 -0.12 -0.42
N 0.71553 0.30815 4.04382 0.15 -0.02 0.15 -0.43
C 0.81763 1.24935 5.13652 0.07 0.23 0.10 -0.41
C -0.37747 -0.63675 4.17272 -0.12 -0.40 -0.17 -0.43
H 4.30573 -0.72825 4.65122 0.02 -0.05 0.00 0.20
H 2.77243 -0.44935 5.46992 -0.10 -0.03 0.05 0.22
H 3.98733 0.84655 5.39432 -0.02 -0.03 0.10 0.20
H 4.65443 1.61255 3.16242 -0.04 -0.02 0.00 0.20
H 3.51483 1.41185 1.82502 0.02 -0.01 -0.05 0.22
H 4.58363 0.06465 2.28702 -0.01 0.09 -0.01 0.21
H 2.98903 -2.17435 3.10512 -0.02 -0.02 0.13 0.21
H 4.67533 -3.61095 2.05512 0.00 -0.07 0.03 0.22
H 5.01233 -3.51335 -0.40208 0.02 -0.08 -0.04 0.21
H 3.57243 -2.03985 -1.76218 0.03 -0.02 -0.06 0.21
H 3.62563 0.14825 -4.12588 0.02 -0.01 0.00 0.22
H 5.08183 0.23605 -3.11718 -0.03 0.00 -0.03 0.20
H 4.30383 1.72565 -3.67948 -0.02 0.00 -0.03 0.20
H 3.19573 1.42745 -0.21668 0.05 0.05 0.04 0.22
H 4.41643 2.19885 -1.24278 -0.02 0.02 0.01 0.20
H 4.72443 0.57995 -0.57568 -0.02 -0.01 0.04 0.19
H 0.47943 -1.76315 -2.84938 -0.10 0.02 -0.02 0.22
H 0.10403 -0.98725 -4.40648 -0.01 -0.03 0.04 0.20
H -0.69707 -0.42245 -2.92998 0.09 -0.02 0.02 0.20
H 1.91543 2.04555 -3.72278 -0.06 -0.01 0.02 0.24
H 0.24193 1.63115 -4.03768 0.21 -0.04 -0.06 0.22
H 1.51403 0.95965 -5.07998 0.03 -0.01 0.02 0.19
H 1.58233 1.99285 4.92612 0.01 -0.01 0.03 0.22
H 1.03433 0.76955 6.09532 0.04 -0.02 0.00 0.20
H -0.14437 1.75715 5.24682 0.03 0.03 0.00 0.20
H -0.72647 -0.95235 3.19602 0.00 -0.11 0.05 0.25
H -1.19087 -0.16215 4.71582 -0.06 0.08 0.02 0.19
H -0.06647 -1.52565 4.73052 -0.09 0.00 -0.08 0.23
N -1.19307 1.87655 2.12912 0.16 0.05 0.25 -0.86
C -2.64357 1.93185 2.15582 -0.18 -0.24 0.07 -0.23
C -3.22527 0.51765 2.28572 0.08 0.46 -0.06 -0.23
N -2.67937 -0.36355 1.25092 0.17 -0.33 -0.20 -0.88
H -0.81237 1.69865 3.05092 0.04 0.05 -0.01 0.37
H -0.80737 2.74585 1.77692 0.09 -0.15 -0.06 0.39
H -2.98197 2.38025 1.21952 0.02 0.06 0.06 0.19
H -3.02577 2.55225 2.97732 -0.09 -0.05 -0.13 0.18
H -4.31887 0.58585 2.22642 0.13 -0.08 0.10 0.19
H -2.96267 0.11405 3.26462 -0.05 -0.07 -0.09 0.20
H -3.25397 -0.32255 0.41302 0.10 -0.08 0.11 0.38
H -2.66737 -1.32985 1.57442 0.04 0.02 -0.15 0.41
F -0.19217 -2.75285 2.05722 -0.16 -0.50 0.19 -0.66
As -0.80897 -4.29235 2.71182 -0.27 0.64 0.08 2.83
F 0.24633 -4.05425 4.10202 -0.41 -0.17 -0.55 -0.63
F -2.07317 -3.34045 3.53392 0.60 -0.44 -0.34 -0.64
F -1.42397 -5.77595 3.35562 0.18 0.47 -0.16 -0.61
F -1.87997 -4.39795 1.31412 0.45 -0.06 0.52 -0.64
F 0.45883 -5.12875 1.84472 -0.41 0.24 0.26 -0.63
S -0.07047 4.31045 -3.45598 -0.01 0.14 -0.19 -0.62
P -1.06277 3.39235 -2.04878 -0.14 0.18 0.12 1.15
S 0.11823 2.34925 -0.75058 0.05 0.19 -0.26 -0.79
C -2.00607 4.65395 -1.11678 0.30 -0.21 -0.11 -0.29
C -3.08707 5.26155 -1.74628 -0.04 -0.07 -0.01 -0.20
C -3.72137 6.33605 -1.15188 -0.03 0.00 -0.01 -0.21
C -3.27197 6.80495 0.07422 -0.01 0.08 0.04 -0.21
C -2.18527 6.20985 0.69502 -0.01 0.13 0.13 -0.20
C -1.54137 5.14055 0.09562 -0.10 -0.14 -0.04 -0.24
C -2.40897 2.33025 -2.68958 0.45 0.19 0.08 -0.40
C -2.52447 2.08835 -4.04908 0.11 0.06 0.07 -0.19
C -3.60117 1.36525 -4.52928 -0.13 -0.04 -0.07 -0.21
C -4.57017 0.90565 -3.65438 -0.05 -0.10 -0.09 -0.22
C -4.44577 1.13305 -2.29208 -0.12 -0.03 0.14 -0.16
C -3.36347 1.84205 -1.80858 0.08 -0.08 0.01 -0.22
H -3.41537 4.89875 -2.71168 -0.03 0.01 -0.04 0.22
H -4.55307 6.81655 -1.65068 -0.02 -0.01 0.03 0.22
H -3.76107 7.64975 0.53652 -0.04 0.06 0.06 0.21
H -1.82907 6.59235 1.64232 0.01 0.02 0.03 0.21
H -0.66877 4.68325 0.54582 0.01 0.04 0.03 0.22
H -1.78327 2.49285 -4.72478 0.04 0.08 -0.02 0.24
H -3.69317 1.18985 -5.59048 -0.05 -0.05 -0.09 0.22
H -5.43397 0.38155 -4.03248 -0.08 -0.11 -0.05 0.22
H -5.21217 0.78405 -1.61358 -0.06 -0.05 0.04 0.20
H -3.25187 2.04025 -0.75078 -0.08 0.01 0.03 0.21
N -0.30347 -6.70925 -3.15268 0.30 -0.28 -0.02 -0.81
C -1.39627 -5.94595 -2.91968 0.08 0.04 -0.09 0.65
O -2.46647 -6.17985 -3.43908 -0.21 0.01 -0.02 -0.60
C -1.19037 -4.72885 -2.06368 -0.10 0.50 0.29 -0.10
C -2.23257 -3.80545 -1.99838 0.14 -0.21 -0.11 -0.21
C -2.04237 -2.61795 -1.31828 -0.12 -0.05 -0.08 0.04
N -0.91007 -2.30225 -0.69918 -0.01 0.19 0.20 -0.49
C 0.05773 -3.21195 -0.70098 0.23 -0.12 0.03 0.05
C -0.02797 -4.42555 -1.36588 -0.23 0.10 -0.12 -0.17
H -0.42207 -7.52765 -3.72758 -0.06 0.04 0.09 0.41
H 0.55433 -6.61655 -2.63948 -0.09 0.07 -0.01 0.40
H -3.16217 -4.02965 -2.49958 -0.04 0.04 -0.03 0.25
H -2.82807 -1.87585 -1.28768 -0.12 0.08 -0.05 0.19
H 0.95443 -2.96255 -0.15758 0.03 -0.07 0.05 0.22
H 0.81853 -5.09225 -1.31128 0.07 -0.05 0.04 0.21
```
Forces are in eV/Å.